{
  "formula": "C12H16ClO16Y",
  "method": "ωB97M-V/def2-TZVPD",
  "charge": 2,
  "energy_ev": -58999.626,
  "symbols": ["Y", "Cl", "O", "O", "O", "O", "C", "C", "O", "C", "O", "O", "H", "H", "H", "H", "C", "C", "O", "C", "O", "O", "H", "H", "H", "H", "C", "C", "O", "C", "O", "O", "H", "H", "H", "H", "C", "C", "O", "C", "O", "O", "H", "H", "H", "H"],
  "coordinates": [[21.680, -19.715, -10.215], [20.446, -23.510, -9.837], [21.295, -24.556, -10.258], [19.161, -23.601, -10.441], [20.268, -23.513, -8.420], [20.938, -22.122, -10.205], [23.197, -26.305, -8.025], [23.420, -26.931, -6.609], [24.428, -27.892, -6.842], [24.323, -28.305, -8.134], [24.867, -29.236, -8.610], [23.638, -27.385, -8.839], [23.713, -25.369, -8.225], [22.116, -26.183, -8.037], [22.454, -27.256, -6.221], [23.848, -26.228, -5.894], [15.966, -24.084, -12.476], [15.516, -23.737, -11.069], [14.900, -24.962, -10.680], [14.553, -25.688, -11.785], [13.792, -26.591, -11.779], [15.068, -25.113, -12.902], [16.999, -24.399, -12.631], [15.834, -23.294, -13.219], [14.848, -22.880, -11.035], [16.432, -23.664, -10.485], [21.618, -21.200, -4.661], [20.152, -20.843, -4.781], [19.964, -20.715, -6.211], [21.128, -20.597, -6.775], [21.269, -20.292, -7.976], [22.117, -20.805, -5.955], [21.807, -22.260, -4.510], [22.056, -20.669, -3.819], [19.818, -19.894, -4.360], [19.476, -21.577, -4.347], [24.276, -25.747, -11.822], [25.269, -26.783, -11.349], [26.184, -26.868, -12.428], [25.706, -26.216, -13.505], [26.174, -26.221, -14.589], [24.482, -25.692, -13.217], [24.439, -24.795, -11.303], [23.248, -26.028, -11.596], [24.805, -27.739, -11.101], [25.754, -26.491, -10.418]],
  "atomic_forces_ev_per_a": [[-1.93, -5.26, 3.24], [-3.85, -3.39, 1.64], [0.91, 1.32, -0.38], [0.65, 0.57, -0.59], [1.09, 0.78, 0.04], [2.55, 4.80, -1.28], [-0.56, -1.16, 1.81], [0.86, 1.86, -0.19], [-0.84, -0.83, 0.12], [1.09, 0.30, 0.36], [-0.15, -0.25, -0.02], [-0.89, 0.84, -0.94], [0.26, -0.15, -0.16], [0.02, 0.20, -0.98], [0.31, -0.86, 0.03], [-0.14, 0.07, 0.01], [-0.31, 0.65, -2.01], [1.32, -1.21, -0.49], [-0.25, 0.06, 0.19], [-0.99, 0.65, -0.22], [0.34, -0.39, 0.11], [0.46, -0.21, 0.73], [0.00, -0.36, 0.64], [-0.11, 0.27, 0.31], [-0.11, -0.11, 0.28], [-0.36, 0.63, 0.46], [-0.74, -0.24, 1.01], [-0.87, 0.01, 0.81], [0.02, 0.08, -1.28], [-0.68, -0.59, 2.21], [0.87, 1.38, -3.06], [0.93, 0.49, -1.09], [-0.02, -0.03, -0.33], [0.54, 0.29, -0.49], [0.53, 0.15, 0.02], [0.04, -0.29, -0.50], [-0.70, -0.12, 0.71], [-0.16, -0.32, 0.85], [0.52, 0.11, 0.16], [-0.62, -1.08, -0.30], [0.39, 0.37, 0.02], [-0.09, 0.83, 0.20], [0.21, 0.28, -0.50], [0.00, -0.12, -0.27], [0.12, -0.18, -0.59], [0.38, 0.16, -0.26]]
}

{
  "formula": "C6H6N4",
  "method": "ωB97M-V/def2-TZVPD",
  "relative_energy_kj_mol": 359.4,
  "smiles": "[H]/N=C\\CC#N.N#CC=C=N",
  "energy_ev": -12276.035,
  "symbols": ["C", "C", "C", "C", "C", "C", "N", "N", "N", "N", "H", "H", "H", "H", "H", "H"],
  "coordinates": [[-3.416, -0.428, 0.610], [2.396, -0.001, 0.044], [2.886, 2.057, -1.241], [-2.387, 0.014, -0.358], [2.842, 1.216, -0.125], [-1.094, -0.454, 0.153], [-4.069, -0.767, 1.482], [2.441, -1.162, 0.431], [3.175, 2.642, -2.203], [-0.764, -1.631, 0.466], [-2.793, -0.614, -1.161], [-2.378, 1.042, -0.668], [3.388, 1.650, 0.799], [-0.310, 0.258, 0.303], [-1.607, -2.268, 0.515], [1.689, -1.552, 0.952]],
  "atomic_forces_ev_per_a": [[0.79, 1.72, 0.28], [1.08, -2.08, 1.09], [0.74, 0.36, -2.25], [-2.27, -1.48, 0.02], [0.85, 1.78, 2.23], [1.48, -1.02, 0.13], [-0.75, -0.50, 0.41], [0.23, 1.61, -1.14], [-0.78, -0.34, 1.20], [-1.27, -0.78, 0.78], [1.04, 0.27, -0.87], [-0.42, 0.47, 0.21], [-1.02, -0.88, -1.48], [0.39, 0.82, -0.39], [1.07, 0.54, -0.53], [-1.17, -0.50, 0.32]]
}

{
  "formula": "C4H8NOS",
  "method": "ωB97M-V/def2-TZVPD",
  "relative_energy_kj_mol": 418.4,
  "charge": 1,
  "energy_ev": -18638.911,
  "symbols": ["C", "C", "C", "C", "N", "O", "S", "H", "H", "H", "H", "H", "H", "H", "H"],
  "coordinates": [[-0.613, -1.091, -0.538], [0.124, -1.014, 1.726], [-0.945, 0.867, 0.905], [2.070, -0.902, -0.352], [-0.620, -0.551, 0.834], [0.768, -1.421, 2.559], [0.978, -0.727, -1.568], [-1.517, -0.857, -1.175], [-0.652, -2.135, -0.571], [-1.008, 1.277, -0.100], [-0.209, 1.604, 1.339], [-1.848, 1.128, 1.416], [2.365, -1.943, -0.337], [2.847, -0.210, -0.277], [0.814, 0.535, -1.545]],
  "atomic_forces_ev_per_a": [[-1.37, 0.85, -1.66], [2.41, -0.72, -0.17], [0.57, 3.18, 0.10], [-0.04, -1.51, 0.77], [-1.24, 0.90, -2.41], [-0.36, -0.25, 0.97], [-1.16, -1.97, 0.56], [0.64, 0.55, 1.27], [0.41, -1.75, 0.58], [-0.29, -0.47, -0.24], [0.03, -1.58, 0.01], [-0.79, -0.62, 0.27], [0.46, -0.10, 0.00], [0.92, 1.16, 0.23], [-0.20, 2.33, -0.27]]
}